*i*
ORCA calculation (ωB97M-V/def2-TZVPD) on a gas-phase ion, C3H11N2 (charge +1).

The geometry in XYZ format:
```
16
Properties=species:S:1:pos:R:3
C -1.341 -0.085 0.276
C -0.246 0.735 -0.362
C 1.076 0.584 0.403
N 2.254 0.801 -0.467
N -1.330 -1.553 -0.121
H -1.243 -0.182 1.360
H -2.338 0.286 0.048
H -0.079 0.269 -1.348
H -0.519 1.759 -0.588
H 1.178 -0.432 0.782
H 1.061 1.345 1.189
H 2.379 1.780 -0.699
H 3.043 0.581 0.142
H -1.840 -2.102 0.580
H -0.380 -1.951 -0.143
H -1.674 -1.836 -1.050
```

## Properties
HOMO: -13.139 eV
multiplicity: 1
charge: +1
structure (SMILES): NCCC[NH3+]

From a Löwdin analysis of the wavefunction, the atomic charges in e read: number 1, C, carries -0.144; number 2, C, carries -0.181; number 3, C, carries -0.282; number 4, N, carries -0.002; number 5, N, carries 0.184; number 6, H, carries 0.135; number 7, H, carries 0.136; number 8, H, carries 0.122; number 9, H, carries 0.127; number 10, H, carries 0.107; number 11, H, carries 0.120; number 12, H, carries 0.076; number 13, H, carries 0.077; number 14, H, carries 0.175; number 15, H, carries 0.170; number 16, H, carries 0.181



*ii*
ORCA calculation (ωB97M-V/def2-TZVPD) on 2 unconnected molecules or ions with the total composition C3H11N2.

The geometry in XYZ format:
```
16
Properties=species:S:1:pos:R:3
C -0.714 1.346 0.309
C 2.018 0.160 -0.399
C -0.543 -0.125 -0.095
N -1.093 -0.556 -1.282
N -0.460 -1.133 1.046
H 0.055 1.835 -0.225
H -1.749 1.686 -0.089
H -0.714 1.483 1.492
H 2.026 -0.861 -0.330
H 2.014 0.582 0.554
H 2.486 0.772 -1.182
H -0.796 -1.453 -1.594
H -1.164 0.166 -1.986
H -1.255 -1.714 0.961
H -0.446 -0.539 1.958
H 0.334 -1.647 0.862
```

## Properties
HOMO (spin up / spin down): -12.530 / -11.825 eV
multiplicity: 1
charge: +1

From a Löwdin analysis of the wavefunction, the atomic charges in e read: number 1, C, carries -0.047; number 2, C, carries 0.093; number 3, C, carries -0.392; number 4, N, carries 0.123; number 5, N, carries 0.258; number 6, H, carries 0.044; number 7, H, carries 0.115; number 8, H, carries 0.129; number 9, H, carries -0.040; number 10, H, carries -0.017; number 11, H, carries 0.042; number 12, H, carries 0.099; number 13, H, carries 0.123; number 14, H, carries 0.146; number 15, H, carries 0.215; number 16, H, carries 0.108



*i* has the most favorable energy; the next structure is 3.884 eV above.



*i*
ORCA calculation (ωB97M-V/def2-TZVPD) on a gas-phase ion, C3H11N2 (charge +1).

The geometry in XYZ format:
```
16
Properties=species:S:1:pos:R:3
C -0.743 1.556 1.704
C 0.135 -1.506 -1.803
C 0.343 0.362 -0.218
N 0.285 0.475 1.390
N 0.197 -1.080 -0.410
H -1.862 1.419 1.593
H -0.747 1.706 2.715
H -0.391 2.440 1.163
H -0.056 -2.489 -2.053
H -0.702 -0.981 -2.363
H 1.043 -1.238 -2.324
H 1.314 0.497 -0.615
H -0.371 0.954 -0.840
H 1.218 0.764 1.780
H 0.990 -1.555 0.076
H -0.653 -1.325 0.206
```

## Properties
HOMO: -14.198 eV
multiplicity: 1
charge: +1
structure (SMILES): CNC[NH2+]C

From a Löwdin analysis of the wavefunction, the atomic charges in e read: number 1, C, carries -0.108; number 2, C, carries -0.017; number 3, C, carries -0.132; number 4, N, carries -0.062; number 5, N, carries -0.046; number 6, H, carries 0.109; number 7, H, carries 0.039; number 8, H, carries 0.083; number 9, H, carries 0.078; number 10, H, carries 0.137; number 11, H, carries 0.109; number 12, H, carries 0.113; number 13, H, carries 0.154; number 14, H, carries 0.125; number 15, H, carries 0.198; number 16, H, carries 0.218



*ii*
ORCA calculation (ωB97M-V/def2-TZVPD) on 2 unconnected molecules or ions with the total composition C3H11N2.

The geometry in XYZ format:
```
16
Properties=species:S:1:pos:R:3
C 0.967 2.196 -0.552
N 0.566 1.530 0.656
H 0.129 2.448 -1.130
H 1.596 1.541 -1.066
H 1.233 3.148 -0.167
H -0.104 2.033 1.355
H 0.260 0.446 0.646
H 1.450 1.453 1.224
C -1.381 -0.767 -0.567
C 0.016 -2.467 0.266
N -0.165 -1.168 0.116
H -2.191 -0.525 0.190
H -1.209 0.236 -1.007
H -1.656 -1.367 -1.384
H 0.698 -2.514 1.170
H -0.626 -3.208 -0.122
```

## Properties
HOMO: -14.606 eV
multiplicity: 1
charge: +1

From a Löwdin analysis of the wavefunction, the atomic charges in e read: number 1, C, carries -0.047; number 2, N, carries 0.050; number 3, H, carries 0.083; number 4, H, carries 0.100; number 5, H, carries 0.103; number 6, H, carries 0.213; number 7, H, carries 0.120; number 8, H, carries 0.175; number 9, C, carries -0.137; number 10, C, carries 0.048; number 11, N, carries -0.143; number 12, H, carries 0.121; number 13, H, carries 0.062; number 14, H, carries 0.069; number 15, H, carries 0.107; number 16, H, carries 0.077



*iii*
ORCA calculation (ωB97M-V/def2-TZVPD) on 2 unconnected molecules or ions with the total composition C3H11N2.

The geometry in XYZ format:
```
16
Properties=species:S:1:pos:R:3
C 1.402 -1.945 -0.525
N 0.426 -1.542 -1.238
H 1.450 -1.732 0.548
H 2.300 -2.353 -1.002
H -0.822 1.228 -0.877
H -0.153 -2.203 -1.742
C -1.497 0.311 0.986
N -0.478 0.891 0.018
C 0.275 2.012 0.647
H -1.079 0.289 1.980
H -1.676 -0.695 0.619
H -2.389 0.909 0.827
H 0.103 0.071 -0.232
H -0.318 2.913 0.533
H 0.427 1.880 1.710
H 1.238 2.175 0.166
```

## Properties
HOMO: -13.330 eV
multiplicity: 1
charge: +1

From a Löwdin analysis of the wavefunction, the atomic charges in e read: number 1, C, carries -0.056; number 2, N, carries -0.005; number 3, H, carries 0.075; number 4, H, carries 0.087; number 5, H, carries 0.173; number 6, H, carries 0.088; number 7, C, carries 0.021; number 8, N, carries -0.050; number 9, C, carries -0.011; number 10, H, carries 0.100; number 11, H, carries 0.091; number 12, H, carries 0.107; number 13, H, carries 0.074; number 14, H, carries 0.105; number 15, H, carries 0.096; number 16, H, carries 0.106



*i* has the most favorable energy; the next structure is 0.233 eV above.



*i*
ORCA calculation (ωB97M-V/def2-TZVPD) on 2 unconnected molecules or ions with the total composition C3H11N2.

The geometry in XYZ format:
```
16
Properties=species:S:1:pos:R:3
C 1.478 0.457 0.326
N 1.892 -0.713 -0.426
C 0.050 0.152 0.794
N -0.892 0.416 -0.268
C -2.264 -0.071 -0.197
H 2.253 0.730 1.050
H 1.444 1.331 -0.326
H 2.486 -1.333 0.111
H 2.264 -0.424 -1.328
H 0.037 -0.941 0.879
H -0.144 0.632 1.776
H -1.062 1.440 -0.274
H 0.509 -1.119 -1.439
H -2.864 0.415 -0.976
H -2.322 -1.150 -0.420
H -2.864 0.179 0.718
```

## Properties
HOMO: -14.172 eV
multiplicity: 1
charge: +1

From a Löwdin analysis of the wavefunction, the atomic charges in e read: number 1, C, carries -0.215; number 2, N, carries 0.078; number 3, C, carries -0.249; number 4, N, carries -0.119; number 5, C, carries -0.117; number 6, H, carries 0.142; number 7, H, carries 0.126; number 8, H, carries 0.138; number 9, H, carries 0.108; number 10, H, carries 0.114; number 11, H, carries 0.143; number 12, H, carries 0.137; number 13, H, carries 0.430; number 14, H, carries 0.090; number 15, H, carries 0.089; number 16, H, carries 0.106



*ii*
ORCA calculation (ωB97M-V/def2-TZVPD) on 2 unconnected molecules or ions with the total composition C3H11N2.

The geometry in XYZ format:
```
16
Properties=species:S:1:pos:R:3
C -1.566 1.701 -0.154
N -0.077 1.696 -0.266
H -1.931 2.644 0.230
H -1.883 0.904 0.517
H -2.007 1.528 -1.136
H 0.199 1.941 -1.211
H 0.325 2.408 0.328
C 0.585 -1.656 -0.968
C 0.771 -1.278 1.379
N 0.506 -0.830 0.232
H 1.247 -1.175 -1.683
H -0.408 -1.742 -1.410
H 0.954 -2.652 -0.732
H 1.055 -2.318 1.512
H 0.721 -0.622 2.238
H 0.308 0.302 0.044
```

## Properties
HOMO: -14.985 eV
multiplicity: 1
charge: +1

From a Löwdin analysis of the wavefunction, the atomic charges in e read: number 1, C, carries -0.095; number 2, N, carries -0.039; number 3, H, carries 0.083; number 4, H, carries 0.074; number 5, H, carries 0.089; number 6, H, carries 0.108; number 7, H, carries 0.107; number 8, C, carries -0.024; number 9, C, carries 0.124; number 10, N, carries -0.049; number 11, H, carries 0.102; number 12, H, carries 0.105; number 13, H, carries 0.097; number 14, H, carries 0.116; number 15, H, carries 0.114; number 16, H, carries 0.087



*ii* has the most favorable energy; the next structure is 3.483 eV above.